## one
A cluster of 2 separate species, C2H7NO3P in total. Source: the OMol25 dataset; level of theory: ωB97M-V/def2-TZVPD.

Results
spin multiplicity	1
frontier orbital gap (alpha / beta)	8.049 / 7.834	eV
molar mass	124.06	g mol⁻¹
E_LUMO (alpha / beta)	0.1356 / 0.1348	Eh
charge	-1
E_HOMO (alpha / beta)	-4.4 / -4.2	eV

Last column: natural (NBO) charge in e.
Atoms and positions in Å:
C1 2.146 1.687 0.444  -0.1778
C2 1.615 -0.594 0.307  -0.1049
N1 -1.865 -1.635 -0.511  -1.2123
O1 -3.182 0.681 -0.211  -1.1805
O2 -1.191 0.046 1.315  -1.1967
O3 2.352 0.447 0.110  -0.3675
P1 -1.839 0.014 -0.022  2.1257
H1 1.067 2.109 0.701  0.1622
H2 -0.875 0.642 -0.823  -0.2495
H3 2.710 2.490 0.095  0.1414
H4 0.602 -0.645 0.567  0.2051
H5 1.974 -1.468 -0.018  0.1184
H6 -0.950 -1.942 -0.713  0.3612
H7 -2.565 -1.832 -1.241  0.3755

## two
A cluster of 2 separate species, C2H7NO3P in total. Source: the OMol25 dataset; level of theory: ωB97M-V/def2-TZVPD.

Results
spin multiplicity	1
frontier orbital gap	7.429	eV
molar mass	124.06	g mol⁻¹
E_LUMO	0.1321	Eh
charge	-1
E_HOMO	-3.8	eV

Last column: natural (NBO) charge in e.
Atoms and positions in Å:
C1 2.315 -1.345 0.089  -0.6635
C2 0.893 -0.881 0.274  0.1196
N1 0.224 -0.891 -0.772  -0.6392
O1 -2.523 0.928 -0.364  -1.2506
O2 -4.201 -0.915 -0.939  -1.0560
O3 -4.258 0.168 1.163  -1.0661
P1 -4.018 0.719 -0.414  1.4684
H1 2.832 -0.432 -0.143  0.2207
H2 2.608 -1.647 1.194  0.1794
H3 2.307 -2.183 -0.602  0.2311
H4 0.633 -0.462 1.255  0.1436
H5 -3.342 0.064 1.531  0.4647
H6 -0.803 -0.687 -0.756  0.3976
H7 -3.383 -1.376 -0.657  0.4502

Computed relative energies in units of kcal/mol: one 69.5; two 0.0

## one
The ion C6H15N2 with charge +1. Source: the OMol25 dataset; level of theory: ωB97M-V/def2-TZVPD.

Results
spin multiplicity	1
frontier orbital gap	9.172	eV
molar mass	115.20	g mol⁻¹
E_LUMO	-0.1639	Eh
charge	+1
E_HOMO	-13.6	eV
SMILES string	CCCCCNC=[NH2+]

Last column: natural (NBO) charge in e.
Atoms and positions in Å:
C1 -2.244 -1.292 0.862  -0.6486
C2 -0.956 -0.987 1.506  -0.4197
C3 0.228 -1.279 0.571  -0.4180
C4 0.239 -1.022 -0.894  -0.4347
C5 -0.292 0.398 -1.184  -0.2444
N1 0.686 1.365 -1.306  -0.5246
C6 1.636 1.585 -0.277  0.3946
N2 2.419 2.658 -0.101  -0.7561
H1 -3.061 -1.745 1.504  0.2458
H2 -2.238 -1.949 -0.067  0.2106
H3 -2.698 -0.403 0.407  0.2068
H4 -0.811 -1.426 2.604  0.2486
H5 -1.088 0.163 1.841  0.1875
H6 1.110 -0.936 1.045  0.1900
H7 0.279 -2.475 0.632  0.2366
H8 -0.387 -1.670 -1.536  0.2435
H9 1.177 -1.119 -1.381  0.2301
H10 -0.734 0.375 -2.260  0.2354
H11 -1.109 0.814 -0.424  0.2319
H12 0.718 1.988 -2.201  0.4430
H13 1.730 0.688 0.408  0.2446
H14 2.764 3.330 -0.730  0.4377
H15 2.632 2.940 0.982  0.4592

## two
A cluster of 2 separate species, C6H15N2 in total. Source: the OMol25 dataset; level of theory: ωB97M-V/def2-TZVPD.

Results
spin multiplicity	1
frontier orbital gap	8.717	eV
molar mass	115.20	g mol⁻¹
E_LUMO	-0.1849	Eh
charge	+1
E_HOMO	-13.7	eV

Last column: natural (NBO) charge in e.
Atoms and positions in Å:
C1 -2.729 -0.562 0.856  -0.1357
C2 0.802 -0.697 1.078  -0.6061
C3 0.863 -1.345 -1.265  -0.6014
C4 2.227 0.636 -0.518  -0.6283
C5 -0.288 1.941 -0.249  0.0971
C6 0.899 -0.135 -0.364  0.0973
N1 -3.876 -0.134 0.676  -0.5216
N2 -0.286 0.730 -0.549  -0.4128
H1 -2.660 -1.497 0.387  0.1807
H2 0.198 -1.497 1.071  0.2117
H3 1.817 -0.972 1.406  0.2418
H4 0.383 -0.042 1.891  0.2220
H5 1.487 -1.315 -2.183  0.2468
H6 -0.150 -1.468 -1.535  0.2026
H7 1.165 -2.098 -0.611  0.2406
H8 2.021 1.453 -1.199  0.2195
H9 2.636 1.133 0.375  0.2321
H10 3.008 -0.156 -0.705  0.2601
H11 0.500 2.487 0.402  0.2430
H12 -0.897 2.736 -0.679  0.2432
H13 -2.046 -0.176 1.793  0.1561
H14 -3.909 0.723 1.155  0.3246
H15 -1.166 0.254 -1.233  0.4867

Computed relative energies in units of kcal/mol: one 0.0; two 36.3

## one
A cluster of 2 separate species, C6H15N2 in total. Source: the OMol25 dataset; level of theory: ωB97M-V/def2-TZVPD.

Results
spin multiplicity	1
frontier orbital gap	4.950	eV
molar mass	115.20	g mol⁻¹
E_LUMO	-0.3097	Eh
charge	+1
E_HOMO	-13.4	eV

Last column: natural (NBO) charge in e.
Atoms and positions in Å:
C1 0.048 -3.074 0.117  -0.6061
C2 0.563 -1.749 -0.458  -0.3962
C3 -0.612 -0.753 -0.282  -0.4573
C4 -0.242 0.650 -0.823  0.0647
C5 -0.754 0.964 -2.075  0.1323
C6 0.994 2.637 -0.555  -0.4916
N1 0.546 1.343 -0.018  -0.0629
N2 -0.475 0.723 2.862  -1.0689
H1 0.714 -3.932 0.051  0.2362
H2 -0.856 -3.341 -0.439  0.2029
H3 -0.265 -2.963 1.156  0.2237
H4 1.355 -1.343 0.177  0.2162
H5 -1.583 -1.166 -0.547  0.2357
H6 0.978 -1.869 -1.459  0.2087
H7 -1.679 0.519 -2.416  0.2410
H8 -0.236 1.639 -2.754  0.2223
H9 1.323 3.309 0.233  0.2590
H10 1.859 2.392 -1.185  0.2708
H11 0.227 3.129 -1.140  0.2109
H12 -1.348 1.232 3.005  0.3615
H13 -0.639 -0.534 0.791  0.2789
H14 -0.013 1.186 2.087  0.3452
H15 0.094 1.001 3.672  0.3730

## two
A cluster of 2 separate species, C6H15N2 in total. Source: the OMol25 dataset; level of theory: ωB97M-V/def2-TZVPD.

Results
spin multiplicity	1
frontier orbital gap	10.770	eV
molar mass	115.20	g mol⁻¹
E_LUMO	-0.1327	Eh
charge	+1
E_HOMO	-14.4	eV

Last column: natural (NBO) charge in e.
Atoms and positions in Å:
C1 0.572 -0.718 3.343  0.0493
C2 -0.243 2.080 0.018  -0.6086
C3 -0.257 -1.423 0.310  0.1304
C4 0.905 -1.156 -1.765  -0.4602
C5 -0.581 1.462 -1.348  -0.4144
C6 -1.168 0.117 -1.226  -0.2372
N1 0.683 -0.553 2.075  -0.6237
N2 -0.237 -0.923 -0.873  -0.2979
H1 1.395 -0.597 4.148  0.1982
H2 -0.365 -0.902 3.715  0.1710
H3 -1.164 2.342 0.451  0.2123
H4 0.187 1.369 0.694  0.1951
H5 0.457 2.817 -0.033  0.2286
H6 1.642 -0.568 1.831  0.3573
H7 -1.159 -1.191 0.934  0.2302
H8 0.333 -2.248 0.659  0.2326
H9 0.696 -1.151 -2.802  0.2461
H10 1.633 -0.407 -1.670  0.2255
H11 1.383 -2.090 -1.836  0.2499
H12 0.300 1.456 -2.048  0.2114
H13 -1.356 2.197 -1.761  0.2432
H14 -1.991 0.230 -0.581  0.2276
H15 -1.667 -0.145 -2.235  0.2334

Computed relative energies in units of kcal/mol: one 40.1; two 0.0